Density functional theory data (ωB97M-V/def2-TZVPD) for a cluster of 10 separate species, C33H93N9O12 in total.

Summary:
energy relative to the best compared isomer or geometry (same formula, charge and spin)	1048.6	kJ/mol
E_HOMO	-8.41	eV
LUMO level	0.6	eV

XYZ file:
```
147
C33H93N9O12, DFT ωB97M-V/def2-TZVPD
C -3.926 -0.369 -5.151
O -5.166 -1.097 -5.323
C -5.084 -2.016 -6.393
C -6.327 -3.038 -6.456
C -6.229 -4.050 -7.594
N -7.656 -2.401 -6.457
H -3.714 0.256 -6.018
H -3.029 -0.971 -5.003
H -3.918 0.283 -4.277
H -5.152 -1.369 -7.267
H -4.112 -2.505 -6.337
H -6.247 -3.548 -5.496
H -6.187 -3.394 -8.464
H -7.123 -4.629 -7.825
H -5.433 -4.777 -7.434
H -8.311 -3.169 -6.418
H -7.986 -1.921 -7.282
C 1.369 -0.962 1.499
O 0.631 -1.492 0.433
C -0.755 -1.284 0.401
C -1.016 -1.749 -1.037
C -0.757 -0.701 -2.115
N -2.438 -1.891 -1.328
H 2.391 -1.135 1.162
H 1.052 -1.286 2.490
H 1.183 0.107 1.601
H -1.153 -1.901 1.207
H -1.149 -0.296 0.641
H -0.625 -2.741 -1.264
H -1.404 0.176 -2.140
H -0.801 -1.101 -3.128
H 0.269 -0.340 -2.052
H -2.780 -2.789 -1.018
H -2.821 -1.250 -0.648
C -2.870 -1.829 3.725
O -2.119 -0.672 3.227
C -2.667 0.580 3.500
C -1.695 1.339 4.395
C -1.275 0.627 5.684
N -2.250 2.602 4.882
H -3.093 -1.803 4.792
H -2.427 -2.708 3.257
H -3.861 -1.808 3.271
H -2.893 1.148 2.597
H -3.657 0.577 3.955
H -0.755 1.535 3.879
H -0.700 1.292 6.328
H -0.573 -0.178 5.464
H -2.129 0.266 6.259
H -1.560 3.211 5.299
H -2.943 2.434 5.596
C 3.853 3.261 8.609
O 4.320 2.796 7.297
C 3.658 1.456 7.063
C 3.434 1.145 5.662
C 2.830 -0.109 5.332
N 4.548 1.292 4.829
H 2.806 3.209 8.907
H 4.079 4.311 8.795
H 4.536 2.791 9.316
H 4.327 0.711 7.494
H 2.625 1.515 7.406
H 2.750 1.941 5.369
H 1.745 -0.211 5.352
H 3.170 -1.024 5.815
H 2.917 -0.378 4.280
H 5.027 2.161 5.018
H 5.257 0.743 5.294
C 6.273 -6.681 1.086
O 5.778 -5.729 1.974
C 5.963 -4.374 1.478
C 5.555 -3.253 2.340
C 4.028 -3.277 2.775
N 5.656 -1.997 1.570
H 6.020 -7.694 1.401
H 7.359 -6.614 1.152
H 5.968 -6.402 0.078
H 6.964 -4.257 1.064
H 5.414 -4.365 0.536
H 6.216 -3.174 3.203
H 3.895 -4.290 3.156
H 3.281 -3.110 1.999
H 3.744 -2.513 3.499
H 6.516 -1.646 1.173
H 5.252 -1.172 1.992
C 7.242 -1.916 -2.004
O 6.651 -0.863 -1.247
C 5.789 -0.091 -2.103
C 4.524 -1.027 -2.492
C 3.665 -0.492 -3.613
N 3.680 -1.365 -1.299
H 7.699 -1.464 -2.885
H 6.545 -2.711 -2.271
H 8.072 -2.443 -1.533
H 5.591 0.821 -1.541
H 6.351 0.259 -2.968
H 4.961 -1.921 -2.937
H 2.858 -1.204 -3.780
H 4.258 -0.456 -4.528
H 3.218 0.490 -3.459
H 3.164 -0.618 -0.855
H 4.359 -1.728 -0.646
C -3.785 5.407 -6.310
O -3.079 5.017 -5.099
C -3.841 5.135 -3.865
C -3.249 4.318 -2.708
C -3.377 2.768 -2.932
N -4.029 4.447 -1.504
H -3.824 6.495 -6.354
H -4.773 4.964 -6.436
H -3.102 5.099 -7.102
H -3.923 6.200 -3.646
H -4.908 4.943 -3.980
H -2.206 4.626 -2.630
H -3.004 2.598 -3.942
H -4.386 2.419 -3.154
H -2.699 2.132 -2.364
H -4.980 4.150 -1.666
H -4.185 5.445 -1.507
N 3.265 2.140 2.317
C 3.783 1.679 1.204
N 4.899 1.121 1.201
O 3.156 1.864 0.165
H 3.781 2.199 3.183
H 2.420 2.682 2.204
H 5.341 0.967 2.096
H 5.233 0.725 0.334
O -2.085 3.566 0.214
C -0.879 2.750 -0.122
C 0.275 3.483 0.514
O 0.348 3.367 1.855
H -2.672 3.622 -0.544
H -0.885 1.687 0.117
H -0.823 2.816 -1.209
H 0.242 4.539 0.245
H 1.180 3.155 0.003
H -0.547 3.037 1.969
O -5.041 -0.753 -1.193
C -6.094 -0.428 -1.987
C -7.295 -0.474 -1.069
O -8.004 -1.772 -0.984
H -4.180 -0.752 -1.617
H -5.876 0.559 -2.393
H -6.243 -1.126 -2.812
H -8.041 0.217 -1.461
H -7.057 -0.173 -0.048
H -7.371 -2.457 -0.758
```